This record from the OMol25 dataset describes 2 unconnected molecules or ions with the total composition C9H14 in a non-equilibrium geometry. The level of theory is ωB97M-V/def2-TZVPD.

Structure (ORCA input):
```
! RIJCOSX wB97M-V def2-TZVPD def2/J DEFGRID3
* xyz 0 1
C -1.81 1.40 0.47
C 0.86 -2.02 1.51
C -2.70 0.56 -0.22
C -2.33 -0.21 -1.31
C 1.23 1.19 -1.56
C -0.58 1.58 0.11
C 2.02 -0.99 1.53
C -0.93 -0.01 -1.72
C -0.15 0.91 -1.08
H -0.11 -1.59 1.83
H -3.65 0.45 0.20
H 2.92 -1.27 1.04
H 0.54 -2.35 0.46
H 0.12 2.24 0.67
H 1.09 -2.98 1.95
H -2.10 1.98 1.40
H -3.01 -0.95 -1.75
H 1.82 0.07 1.21
H 1.84 1.96 -0.91
H 1.87 0.31 -1.32
H -0.55 -0.78 -2.56
H 2.35 -0.90 2.66
H 1.25 1.41 -2.60
*
```

=====

This record from the OMol25 dataset describes 2 unconnected molecules or ions with the total composition C9H14 in a non-equilibrium geometry. The level of theory is ωB97M-V/def2-TZVPD.

Structure (ORCA input):
```
! RIJCOSX wB97M-V def2-TZVPD def2/J DEFGRID3
* xyz 0 1
C -0.47 -2.92 0.21
C 1.32 -1.30 -0.04
C 0.08 -2.14 -1.97
C 0.12 3.67 0.28
C 0.38 -1.98 0.77
C 1.16 -1.48 -1.39
C 0.25 -1.58 2.26
C -1.15 3.99 -0.48
C -0.72 -2.94 -1.15
H -1.53 3.04 -0.89
H 1.74 -1.00 -2.18
H 0.78 4.55 0.39
H -1.97 4.33 0.23
H -1.10 -3.61 0.79
H -1.00 4.57 -1.39
H -0.09 -2.18 -3.03
H 2.17 -0.71 0.32
H 0.08 3.19 1.25
H 0.64 -0.58 2.47
H -0.74 -1.86 2.57
H 0.63 2.85 -0.25
H -1.46 -3.61 -1.56
H 0.87 -2.30 2.79
*
```

=====

This record from the OMol25 dataset describes 2 unconnected molecules or ions with the total composition C9H14 in a non-equilibrium geometry. The level of theory is ωB97M-V/def2-TZVPD.

Structure (ORCA input):
```
! RIJCOSX wB97M-V def2-TZVPD def2/J DEFGRID3
* xyz 0 1
C 0.78 0.73 -0.49
C 0.82 0.04 -1.71
C -0.18 1.66 -0.25
C -0.97 1.39 -2.45
C -1.43 -1.45 1.76
C -1.20 1.91 -1.24
C 0.05 -1.84 1.94
C -0.04 0.42 -2.72
C 1.98 0.34 0.47
H -1.99 2.53 -0.97
H 0.63 -1.06 2.23
H 2.93 0.73 0.43
H 2.11 -0.67 0.37
H 1.45 -0.75 -1.86
H -1.89 -1.41 2.83
H 0.62 -2.47 1.17
H -0.01 -2.36 2.79
H -1.53 -0.41 1.33
H -1.85 -2.22 1.11
H -0.03 0.12 -3.71
H 1.68 0.67 1.57
H -1.59 1.89 -3.30
H -0.32 2.20 0.72
*
```

=====

This record from the OMol25 dataset describes 2 unconnected molecules or ions with the total composition C9H14 in a non-equilibrium geometry. The level of theory is ωB97M-V/def2-TZVPD.

Structure (ORCA input):
```
! RIJCOSX wB97M-V def2-TZVPD def2/J DEFGRID3
* xyz 0 1
C -1.26 -0.36 2.63
C -0.62 2.06 -0.25
C 1.70 -1.35 -1.06
C -0.71 1.47 1.05
C -2.11 0.41 -1.07
C -2.09 -0.26 0.15
C 3.21 -1.05 -1.15
C -1.43 0.31 1.28
C -1.39 1.61 -1.25
H 1.51 -2.46 -1.13
H -1.03 -1.35 2.45
H 1.38 -0.83 -1.97
H -2.49 -1.20 0.13
H -2.72 0.02 -1.83
H -0.28 3.01 -0.48
H -1.72 2.17 -2.10
H -1.97 0.01 3.28
H 3.78 -1.29 -2.14
H 3.55 -0.03 -0.84
H -0.20 1.94 1.84
H 1.20 -0.94 -0.18
H -0.13 -0.27 3.13
H 3.80 -1.64 -0.50
*
```

=====

This record from the OMol25 dataset describes 2 unconnected molecules or ions with the total composition C9H14 in a non-equilibrium geometry. The level of theory is ωB97M-V/def2-TZVPD.

Structure (ORCA input):
```
! RIJCOSX wB97M-V def2-TZVPD def2/J DEFGRID3
* xyz 0 1
C 1.04 2.99 -0.49
C 0.78 -1.13 -1.65
C 2.20 2.21 -0.52
C 0.87 0.25 -1.07
C -0.19 2.36 -0.60
C -1.80 -1.33 2.44
C -0.28 1.00 -0.87
C -1.47 -2.26 1.25
C 2.10 0.86 -0.80
H -2.08 -1.93 3.30
H -2.76 -0.85 2.23
H 1.07 -1.07 -2.70
H -1.25 0.57 -1.07
H 2.95 0.19 -0.91
H -0.27 -1.43 -1.58
H -1.72 -3.29 1.47
H 1.31 -2.00 -1.27
H -2.16 -1.98 0.45
H -1.07 2.96 -0.39
H 1.15 4.05 -0.31
H -1.09 -0.52 2.55
H 3.15 2.62 -0.26
H -0.48 -2.25 0.79
*
```

=====

This record from the OMol25 dataset describes 2 unconnected molecules or ions with the total composition C9H14 in a non-equilibrium geometry. The level of theory is ωB97M-V/def2-TZVPD.

Structure (ORCA input):
```
! RIJCOSX wB97M-V def2-TZVPD def2/J DEFGRID3
* xyz 0 1
C -1.42 -3.89 -1.30
C -0.34 0.52 0.84
C -1.55 -3.14 0.00
C 0.23 1.35 -1.41
C 0.34 1.57 1.41
C 1.26 2.29 0.60
C 1.09 2.27 -0.80
C 2.11 3.34 1.31
C -0.40 0.47 -0.54
H -0.95 -4.86 -1.17
H 0.03 1.22 -2.46
H -0.74 -0.25 1.51
H -2.34 -4.00 -1.87
H 2.05 4.36 0.92
H -1.13 -0.24 -0.92
H -0.59 -3.10 0.55
H 0.42 1.86 2.46
H -1.90 -2.11 -0.16
H -0.62 -3.34 -1.87
H -2.17 -3.56 0.79
H 3.15 3.04 1.15
H 1.69 2.92 -1.41
H 1.77 3.27 2.35
*
```

=====

This record from the OMol25 dataset describes 2 unconnected molecules or ions with the total composition C9H14 in a non-equilibrium geometry. The level of theory is ωB97M-V/def2-TZVPD.

Structure (ORCA input):
```
! RIJCOSX wB97M-V def2-TZVPD def2/J DEFGRID3
* xyz 0 1
C -2.12 -1.83 0.22
C 1.19 3.42 -0.83
C -2.32 -0.69 -0.55
C 2.29 2.64 -0.14
C 0.24 -1.48 0.18
C 0.04 -0.33 -0.58
C -0.85 -2.21 0.63
C -0.60 -3.41 1.50
C -1.23 0.05 -0.96
H 0.27 -3.99 1.20
H -0.35 -3.08 2.51
H 0.40 2.78 -1.23
H 1.27 -1.76 0.40
H -3.30 -0.37 -0.85
H -1.40 0.94 -1.55
H 2.09 1.57 -0.12
H 0.90 0.28 -0.80
H 1.50 4.18 -1.54
H 0.65 4.04 -0.10
H 2.51 2.89 0.91
H -1.51 -3.99 1.68
H 3.30 2.69 -0.59
H -2.98 -2.36 0.61
*
```

=====

This record from the OMol25 dataset describes 2 unconnected molecules or ions with the total composition C9H14 in a non-equilibrium geometry. The level of theory is ωB97M-V/def2-TZVPD.

Structure (ORCA input):
```
! RIJCOSX wB97M-V def2-TZVPD def2/J DEFGRID3
* xyz 0 1
C 1.62 2.62 0.77
C 0.37 -0.96 -0.26
C -1.06 0.22 -2.01
C 0.41 2.91 1.66
C -1.24 -3.09 -0.07
C -0.82 -0.87 -1.02
C -0.07 -3.02 0.65
C 0.87 -2.03 0.44
C -1.57 -2.05 -1.04
H -2.07 0.45 -1.89
H 0.44 2.37 2.60
H 0.06 -3.49 1.73
H -1.74 -3.96 0.12
H 1.10 -0.04 -0.32
H 2.28 3.34 0.53
H -2.34 -1.95 -1.75
H 1.85 -2.02 0.84
H -0.87 0.00 -2.98
H 1.40 2.03 -0.21
H -0.43 2.53 0.97
H 0.06 4.06 1.71
H -0.52 1.10 -1.62
H 2.28 1.84 1.14
*
```

=====

This record from the OMol25 dataset describes 2 unconnected molecules or ions with the total composition C9H14 in a non-equilibrium geometry. The level of theory is ωB97M-V/def2-TZVPD.

Structure (ORCA input):
```
! RIJCOSX wB97M-V def2-TZVPD def2/J DEFGRID3
* xyz 0 1
C 0.71 -1.36 -0.18
C 1.79 -0.56 0.21
C 2.48 -0.15 -2.08
C 2.62 0.06 -0.75
C 1.43 -0.95 -2.51
C -0.26 -1.95 0.88
C -2.55 1.47 1.67
C 0.60 -1.62 -1.58
C -2.07 2.54 0.78
H -0.05 -2.42 -1.98
H -0.65 -1.11 1.46
H -1.83 0.62 1.66
H -0.94 2.47 0.63
H 2.13 -0.47 1.23
H -2.17 3.54 1.22
H -2.39 2.76 -0.30
H -3.52 1.00 1.45
H 3.45 0.81 -0.47
H -2.58 1.65 2.65
H 0.16 -2.45 1.77
H -1.00 -2.58 0.59
H 1.54 -1.43 -3.53
H 3.12 0.13 -2.85
*
```

=====

This record from the OMol25 dataset describes 2 unconnected molecules or ions with the total composition C9H14 in a non-equilibrium geometry. The level of theory is ωB97M-V/def2-TZVPD.

Structure (ORCA input):
```
! RIJCOSX wB97M-V def2-TZVPD def2/J DEFGRID3
* xyz 0 1
C 2.09 -0.11 0.81
C 0.68 2.03 -0.27
C 2.63 0.57 -0.28
C -1.77 -1.35 -0.96
C 0.06 1.22 0.67
C -0.94 -2.63 -0.88
C 1.86 1.57 -0.85
C 0.79 0.15 1.21
C -1.29 1.52 1.30
H 0.25 2.99 -0.51
H 0.31 -0.45 1.98
H 2.59 -0.87 1.40
H -1.42 -3.36 -0.22
H -2.83 -1.49 -0.69
H -1.83 -0.98 -2.00
H -0.84 -3.13 -1.85
H -1.64 0.63 1.82
H -1.35 -0.56 -0.35
H 0.06 -2.37 -0.53
H -2.05 1.86 0.60
H 2.15 2.06 -1.78
H 3.63 0.40 -0.67
H -1.15 2.31 2.05
*
```

=====

This record from the OMol25 dataset describes 2 unconnected molecules or ions with the total composition C9H14 in a non-equilibrium geometry. The level of theory is ωB97M-V/def2-TZVPD.

Structure (ORCA input):
```
! RIJCOSX wB97M-V def2-TZVPD def2/J DEFGRID3
* xyz 0 1
C 0.15 -2.11 1.28
C 1.52 -1.97 1.02
C -0.77 -1.98 0.25
C -2.14 3.21 0.84
C -0.87 2.54 1.41
C -0.31 -1.63 -1.01
C 1.46 -0.74 -2.54
C 1.04 -1.32 -1.21
C 1.98 -1.71 -0.27
H 0.83 -1.16 -3.32
H -1.25 1.78 2.09
H 2.14 -1.87 1.90
H -0.08 -2.43 2.28
H -1.00 -1.49 -1.83
H -0.22 2.06 0.68
H 1.48 0.34 -2.60
H -0.19 3.26 1.86
H -2.13 4.29 0.93
H -3.05 2.90 1.36
H 2.45 -1.10 -2.85
H 3.04 -1.63 -0.49
H -2.28 2.95 -0.21
H -1.81 -2.19 0.42
*
```

=====

This record from the OMol25 dataset describes 2 unconnected molecules or ions with the total composition C9H14 in a non-equilibrium geometry. The level of theory is ωB97M-V/def2-TZVPD.

Structure (ORCA input):
```
! RIJCOSX wB97M-V def2-TZVPD def2/J DEFGRID3
* xyz 0 1
C -2.24 2.28 0.38
C -1.95 3.16 -0.88
C -0.05 -1.96 0.26
C 1.54 -0.04 -1.08
C 0.34 -0.82 0.90
C 0.66 -2.31 -0.89
C 1.10 0.15 0.21
C 0.28 -0.64 2.36
C 1.40 -1.37 -1.67
H -1.36 2.17 1.09
H -2.92 3.74 -1.34
H -2.89 1.61 -0.01
H -0.82 -2.49 0.71
H -0.78 -0.71 2.66
H -2.72 2.92 1.15
H 0.77 -1.59 2.71
H -1.60 2.76 -1.76
H 2.02 0.60 -1.84
H 1.86 -1.69 -2.52
H 0.80 0.25 2.74
H -1.09 3.97 -0.74
H 0.78 -3.29 -1.17
H 1.52 1.02 0.75
*
```

=====

Number 1: Kohn-Sham gap 10.0 eV. Number 2: Kohn-Sham gap 9.8 eV. Number 3: Kohn-Sham gap 10.2 eV. Number 4: Kohn-Sham gap 10.0 eV. Number 5: Kohn-Sham gap 10.0 eV. Number 6: Kohn-Sham gap 9.9 eV. Number 7: Kohn-Sham gap 10.1 eV. Number 8: Kohn-Sham gap 9.9 eV. Number 9: Kohn-Sham gap 10.1 eV. Number 10: Kohn-Sham gap 10.1 eV. Number 11: Kohn-Sham gap 9.9 eV. Number 12: Kohn-Sham gap 9.6 eV.